1.
DFT (ωB97M-V/def2-TZVPD) results for C5H13AlBr2NPt as an isolated structure in a non-equilibrium geometry.

Geometry as XYZ:
```
23
Properties=species:S:1:pos:R:3:forces:R:3
Pt -0.74025 -2.89825 -0.68302 -0.004 1.063 0.731
Br 1.33087 -2.47238 1.02613 -0.259 -0.266 -0.120
Br 1.49866 0.47584 -2.46358 -0.125 0.126 0.228
Al -1.06575 -0.07919 -0.54291 -0.623 -0.886 -1.219
N -0.75351 2.67471 -0.34669 0.861 -0.730 0.281
C 2.17960 0.28716 0.85199 0.416 -0.269 0.123
C 0.82020 -0.70549 -1.10562 0.173 0.289 0.312
C 1.85620 -0.91141 -0.02769 0.444 0.346 -0.424
C -2.25997 -1.36667 0.50352 0.613 0.510 0.835
C -0.96383 1.63516 0.59441 -0.092 1.165 0.820
H 1.73302 1.19728 0.47840 -0.220 0.139 -0.076
H -0.61652 2.37689 -1.31534 -0.638 0.461 -0.237
H 0.00185 3.28573 -0.05712 0.297 -0.153 -0.330
H 0.63637 -1.68564 -1.60693 -0.051 -0.030 -0.382
H -1.83394 0.26927 -1.89515 0.179 0.021 0.078
H 2.77055 -1.21278 -0.51884 0.223 -0.413 -0.046
H -2.46471 -2.19502 -0.18309 -0.653 -1.107 -0.635
H 1.91739 0.10387 1.88349 -0.332 0.160 0.243
H 3.25063 0.43766 0.84773 0.257 0.112 0.010
H -1.85502 -1.66055 1.46053 0.075 -0.131 0.200
H -1.96225 1.70118 1.02617 -0.442 -0.767 -0.330
H -3.21978 -0.88962 0.65778 -0.254 0.215 -0.207
H -0.25978 1.63226 1.41586 0.155 0.146 0.146
```
Forces are in eV/Å.

Results
DFT total energy in Ha: -5762.3465
Frontier orbital gap in eV: 4.670
Net charge: +1

***

2.
DFT (ωB97M-V/def2-TZVPD) results for C5H13B11Br6N2O2Pd as an isolated structure in a non-equilibrium geometry.

Geometry as XYZ:
```
40
Properties=species:S:1:pos:R:3:forces:R:3
Pd -0.50364 -1.73315 -0.89555 -0.041 -1.202 0.054
Br 0.18966 0.89765 4.66115 -0.200 0.555 -0.814
Br -2.75073 -0.36425 2.34785 0.343 0.670 0.020
Br -2.94473 3.18655 4.30875 0.835 -0.120 -1.003
Br -1.89674 0.33825 -1.17975 -0.139 0.812 0.128
Br 0.77826 -0.81775 1.25165 -0.021 0.533 0.191
Br -4.21904 2.84585 0.61095 0.940 0.005 0.265
O -0.68414 -4.83075 -0.40585 0.304 -0.178 -0.204
O 1.28056 -0.58965 -2.34905 -0.043 -0.366 -0.010
N -0.20514 -3.79615 -1.16255 0.025 0.758 0.035
N 0.95406 -1.74815 -2.15145 0.055 0.786 -0.122
C 0.76776 -4.05935 -1.99295 -0.889 -0.311 0.864
C 0.24226 3.72765 1.06935 -0.529 -0.131 0.366
C 1.38716 -2.89125 -2.57835 0.340 -0.162 -0.303
C 2.48367 -2.98095 -3.58365 0.024 0.202 -0.040
C 1.21506 -5.43085 -2.30855 0.003 -0.300 0.099
B -1.74274 2.84675 2.81595 -1.041 0.588 0.873
B 0.39126 2.26535 0.18505 -0.141 -0.511 0.233
B -0.07414 3.55815 2.72725 -0.012 0.185 -0.238
B -2.34114 2.70515 1.09335 -0.834 -0.827 -0.349
B 0.03416 1.00465 1.38255 -0.652 -0.114 -0.221
B -1.22894 1.56685 0.23585 0.016 -0.022 0.374
B 0.98216 2.42525 1.86345 0.197 0.218 -0.092
B -1.67084 1.21775 1.95485 0.053 -0.657 -0.380
B -1.03994 3.32375 0.03235 0.042 -0.227 -0.177
B -0.26334 1.78235 2.99625 0.276 -1.311 0.564
B -1.32304 4.10985 1.60805 0.361 0.190 0.308
H 0.37976 4.29715 3.50395 0.084 0.153 0.220
H 3.33586 -3.50405 -3.15585 0.109 -0.015 0.033
H 1.14256 2.15855 -0.70125 0.189 -0.020 -0.150
H -1.61674 -4.68035 -0.17235 0.246 0.312 -0.301
H 1.02546 -6.09525 -1.46905 0.054 -0.004 -0.027
H 2.12476 2.41125 2.08065 0.291 -0.009 0.145
H 2.26326 -5.46735 -2.58795 0.049 0.052 0.033
H 0.63816 -5.80685 -3.15565 -0.066 -0.002 -0.089
H -1.23904 3.90225 -0.95915 -0.115 0.179 -0.177
H -1.69564 5.21335 1.65605 -0.110 0.211 -0.016
H 0.88056 4.54415 0.77195 0.026 0.113 0.010
H 2.79946 -1.98995 -3.89675 -0.010 -0.007 -0.018
H 2.14366 -3.54255 -4.45165 -0.017 -0.024 -0.083
```
Forces are in eV/Å.

Results
DFT total energy in Ha: -16303.1626
Frontier orbital gap (spin up / spin down) in eV: 2.757 / 2.724
Net charge: +2

***

3.
DFT (ωB97M-V/def2-TZVPD) results for a 4-piece molecular cluster, C5H13Br2N3O6 overall in a non-equilibrium geometry.

Geometry as XYZ:
```
29
Properties=species:S:1:pos:R:3:forces:R:3
Br -4.71577 0.20055 -1.51214 -0.375 -0.115 -0.226
Br -2.13997 3.63617 -3.46107 -0.610 -1.050 0.336
O -0.68057 -2.92316 -0.38046 -0.540 1.298 1.051
O 3.44477 1.53527 3.76126 1.034 0.458 0.468
O -2.75530 -2.34093 -0.46870 0.744 0.086 0.827
O 3.93852 -0.35942 0.58527 1.218 2.440 0.081
O 3.20775 2.02827 1.59478 -0.649 -0.563 3.759
O 4.94679 -2.26314 0.49827 2.027 -0.419 -0.230
N 2.81935 1.62693 2.75121 0.820 0.448 -4.410
N -1.59755 -2.13465 -0.12355 -1.277 -0.824 -2.584
N 4.04035 -1.51338 0.31837 -3.010 -1.144 1.352
C -3.17994 0.96685 -2.41734 -0.054 0.849 0.068
C -3.59329 2.33228 -2.98937 -0.566 0.606 -0.270
C 1.48046 1.07674 2.77456 -1.641 0.645 0.300
C 2.73515 -2.12977 0.03387 -0.874 -1.230 -1.231
C -1.29135 -0.76130 0.39088 1.369 -1.241 -0.006
H -2.85207 0.28621 -3.20304 0.004 0.055 0.240
H -2.14320 -0.31361 0.90276 0.294 -0.324 0.036
H -4.29809 2.90374 -2.38540 0.644 -0.138 0.765
H 1.02560 1.43948 3.69631 0.105 -0.535 0.217
H 2.20714 -1.57123 -0.73900 0.417 -0.174 -0.257
H -0.38873 -1.05089 0.92895 -0.164 1.027 0.823
H -4.22154 2.24797 -3.87610 0.608 -0.476 -0.389
H 2.03317 -2.11117 0.86753 0.692 0.121 0.460
H -0.94020 -0.17430 -0.45778 -0.305 -0.078 -0.088
H 0.88139 1.53197 1.98592 0.363 -0.429 -0.288
H -2.48159 1.00783 -1.58144 0.259 0.368 -0.578
H 2.96772 -3.16319 -0.22312 -0.477 0.142 -0.240
H 1.55111 -0.01000 2.72869 -0.055 0.198 0.014
```
Forces are in eV/Å.

Results
DFT total energy in Ha: -5961.7056
Energy above the lowest of the compared OMol25 structures with the same formula, charge and spin in kJ/mol: 122.0
SMILES: C[N+](=O)[O-].C[N+](=O)[O-].C[N+](=O)[O-].BrCCBr
Frontier orbital gap in eV: 10.064

***

4.
DFT (ωB97M-V/def2-TZVPD) results for a 2-piece molecular cluster, C5H13ClN2 overall in a non-equilibrium geometry.

Geometry as XYZ:
```
21
Properties=species:S:1:pos:R:3:forces:R:3
Cl -3.71198 -0.57926 0.15459 -0.075 0.186 0.774
N -1.87661 1.49042 -0.22673 -2.545 1.848 -1.820
N -2.56171 0.44716 -0.80021 1.677 -1.002 0.325
C 1.46446 -0.31399 1.70082 -0.879 0.185 -0.366
C 1.70420 1.51154 -0.03207 -1.007 -3.065 -2.939
C 1.26141 0.09925 0.46591 0.162 2.284 0.449
C 0.04916 -2.07570 -0.26324 2.037 -0.862 1.906
C 0.75081 -0.74572 -0.61738 -0.331 -1.938 0.301
H -1.29589 1.43156 0.53439 1.817 -1.683 1.888
H -0.97525 -2.15404 0.06538 -0.304 0.935 0.479
H 0.04175 -2.62045 -1.14561 -0.011 -1.197 -1.883
H 2.69577 1.56723 0.26720 1.920 0.856 0.626
H 1.62270 -1.00995 -1.25176 -0.297 0.137 0.216
H 0.68631 -2.75386 0.44359 -1.013 1.371 -1.027
H 1.92292 0.30348 2.43448 0.210 0.309 0.597
H -2.45490 2.30605 -0.05189 -0.226 -0.037 0.011
H 0.94194 -1.20352 1.94979 0.290 -0.958 0.707
H -3.24837 0.86856 -1.36543 -0.603 0.640 -1.151
H 0.11025 -0.18348 -1.24098 -0.848 0.715 -0.787
H 1.13220 2.43214 0.13970 -0.072 -0.661 0.062
H 1.74080 1.18258 -1.16054 0.098 1.938 1.632
```
Forces are in eV/Å.

Results
DFT total energy in Ha: -767.8694
Energy above the lowest of the compared OMol25 structures with the same formula, charge and spin in kJ/mol: 186.9
SMILES: C=C(C)CC.NNCl
Frontier orbital gap in eV: 10.002

***

5.
DFT (ωB97M-V/def2-TZVPD) results for C5H13CuO2 as an isolated structure in a non-equilibrium geometry.

Geometry as XYZ:
```
21
Properties=species:S:1:pos:R:3:forces:R:3
Cu 2.44249 3.01777 0.67957 1.188 0.670 -1.515
O 4.05516 3.32751 -0.58264 -1.485 0.150 1.784
O 0.61352 3.72485 1.61607 0.746 -0.687 -0.210
C -0.64101 4.11276 -0.41332 -0.281 -0.088 -0.164
C 4.80945 3.05000 -1.69464 -0.017 -0.587 -0.399
C -0.35158 4.56983 1.00210 -0.168 0.396 -0.221
C 0.76108 3.96340 3.00351 0.049 0.118 0.519
C 0.57183 4.07260 -1.34110 0.179 -0.689 -0.120
H -1.38505 4.81401 -0.81897 0.102 -0.161 0.139
H 0.02905 5.60548 1.00498 -0.032 -0.201 0.011
H 1.15784 4.99974 -1.24974 0.178 -0.546 0.052
H -1.11880 3.12368 -0.37836 0.038 0.210 0.000
H 5.38939 2.10040 -1.61434 -0.173 0.270 -0.001
H 5.56291 3.84165 -1.91070 -0.316 -0.148 0.208
H -0.18099 3.74660 3.53121 0.223 0.060 -0.144
H 1.54762 3.29642 3.37858 -0.249 0.212 -0.099
H 4.19454 2.94863 -2.61699 0.168 0.032 0.133
H 1.17742 3.12908 -1.17507 -0.279 1.269 -0.112
H 0.25671 4.00227 -2.39025 -0.042 0.034 0.244
H 1.04788 5.01047 3.19069 -0.048 -0.263 -0.036
H -1.27397 4.54710 1.60388 0.219 -0.049 -0.068
```
Forces are in eV/Å.

Results
DFT total energy in Ha: -1989.1647
Energy above the lowest of the compared OMol25 structures with the same formula, charge and spin in kJ/mol: 0.0
Frontier orbital gap in eV: 7.499

***

6.
DFT (ωB97M-V/def2-TZVPD) results for a 2-piece molecular cluster, C5H13FNO overall in a non-equilibrium geometry.

Geometry as XYZ:
```
21
Properties=species:S:1:pos:R:3:forces:R:3
F -2.09816 0.39815 0.33284 0.151 1.152 0.589
O 0.47445 2.73087 -0.37827 0.248 1.629 1.304
N 0.42314 -1.10117 -0.00804 0.741 -0.263 2.633
C -0.11432 -1.11056 -1.25003 -4.334 -0.440 -1.225
C -1.15754 1.25299 0.73569 1.049 -2.213 -0.950
C -0.10808 -1.99838 0.96778 -2.850 -1.652 -2.370
C 1.78088 -0.64316 0.16813 -0.100 1.292 2.611
C -0.83033 2.33330 -0.20786 -2.350 -0.523 -1.411
H 0.59693 -2.68123 1.30324 1.654 -1.099 0.762
H 0.54136 3.69116 -0.15796 0.225 -1.045 -0.211
H -1.22197 2.10755 -1.21983 0.168 -1.158 0.111
H 1.70774 0.35524 0.69462 0.539 -0.983 -0.427
H -1.69521 3.01625 -0.07143 0.844 1.124 0.691
H -0.94495 -2.68510 0.47451 1.527 1.749 1.098
H 0.48425 -0.49726 -1.78238 1.338 2.090 -2.515
H 2.23161 -0.46985 -0.75128 0.788 0.277 -1.711
H -0.50048 -1.45650 1.77199 -0.788 0.589 1.430
H -0.14671 -2.08139 -1.72461 0.059 -0.646 -0.077
H 2.44570 -1.29856 0.77187 -0.813 0.134 -0.330
H -1.25432 -0.75792 -1.28546 2.193 -0.538 0.177
H -0.61401 0.89559 1.61647 -0.288 0.523 -0.178
```
Forces are in eV/Å.

Results
DFT total energy in Ha: -427.7376
Energy above the lowest of the compared OMol25 structures with the same formula, charge and spin in kJ/mol: 411.8
Frontier orbital gap (spin up / spin down) in eV: 9.254 / 5.343
Net charge: +1

***

7.
DFT (ωB97M-V/def2-TZVPD) results for C5H13IN as an isolated structure in a non-equilibrium geometry.

Geometry as XYZ:
```
20
Properties=species:S:1:pos:R:3:forces:R:3
I 2.86100 0.06656 0.02401 0.060 -0.753 -0.203
N -0.17094 -0.36557 0.07433 0.899 -1.887 0.433
C -0.09870 -0.53337 1.53503 -2.429 -2.429 1.558
C 0.70710 2.00992 0.01193 -2.456 0.668 -1.251
C -1.40783 0.12878 -0.48015 -2.800 -3.246 -1.937
C 0.81658 0.52418 -0.33316 3.392 2.849 -5.428
C 0.06218 -1.72087 -0.51358 0.237 -3.415 -1.247
H 0.56072 0.51653 -2.08684 0.799 -0.252 4.001
H 0.98995 -2.29568 -0.11742 -1.370 1.693 -0.538
H -1.62202 1.15989 -0.59792 0.416 1.056 0.851
H -1.28118 -0.24048 -1.58198 -1.102 0.628 1.927
H -2.19947 -0.43712 0.11461 0.547 0.954 -1.283
H -0.03769 2.12231 0.84588 0.908 0.315 -0.529
H -0.50556 0.32110 1.98486 -0.259 1.374 0.705
H 0.91006 -0.72228 1.86939 0.102 -0.137 -0.118
H 1.68882 2.42166 0.23646 -0.477 0.134 0.159
H -0.78944 -2.43814 -0.27366 0.741 1.383 -0.025
H 0.08886 -1.68524 -1.66098 0.272 0.336 1.826
H -0.83401 -1.39334 1.86856 1.660 1.512 -0.856
H 0.26157 2.56118 -0.91939 0.860 -0.784 1.954
```
Forces are in eV/Å.

Results
DFT total energy in Ha: -550.3380
Energy above the lowest of the compared OMol25 structures with the same formula, charge and spin in kJ/mol: 440.1
Frontier orbital gap in eV: 9.293
Net charge: +1

***

8.
DFT (ωB97M-V/def2-TZVPD) results for C5H13MgO3 as an isolated structure in a non-equilibrium geometry.

Geometry as XYZ:
```
22
Properties=species:S:1:pos:R:3:forces:R:3
Mg -1.46195 -0.28467 1.46111 -0.519 0.289 -0.784
O -2.61967 0.18650 -0.09551 0.346 -0.392 0.582
O 0.35667 0.42330 0.56132 -0.295 -0.341 -0.167
O 1.22547 -2.24284 -0.93796 0.259 -0.109 -0.086
C -0.12158 -2.10695 -1.32117 -0.316 0.095 -0.107
C 0.27360 1.84264 0.33518 0.021 -0.678 1.399
C 1.57075 -1.65858 0.29127 0.086 -0.104 0.221
C -1.12695 2.34222 0.58461 -2.761 0.816 -2.946
C 1.62901 -0.14325 0.28505 0.264 0.173 0.120
H 1.98365 0.20089 -0.69986 -0.081 -0.039 0.201
H -0.29089 -2.77774 -2.17218 0.078 0.163 0.236
H -0.98664 3.42954 0.72026 -0.022 0.182 -1.412
H 2.57664 -2.02580 0.53434 -0.249 0.008 -0.097
H -1.97440 2.41350 1.27951 1.043 -1.884 1.615
H -2.66111 -0.34435 -0.89332 -0.116 -0.054 -0.009
H 0.60960 2.03236 -0.69721 -0.407 0.091 0.241
H -0.36318 -1.07687 -1.62713 0.020 -0.202 0.118
H 0.88539 -2.00542 1.08946 0.139 0.109 -0.118
H 0.99911 2.31102 1.01950 -0.047 0.014 -0.160
H -2.03499 1.67717 -0.27526 2.489 1.911 1.505
H -0.79920 -2.40263 -0.50025 0.111 0.057 -0.151
H 2.33069 0.20997 1.05823 -0.044 -0.106 -0.199
```
Forces are in eV/Å.

Results
DFT total energy in Ha: -623.9812
Multiplicity: 2
Expectation value of S²: 0.75
Frontier orbital gap (spin up / spin down) in eV: 6.379 / 8.264